The following is a DFT calculation (wB97M-V/def2-TZVPD) of a structure of composition C5H9MgO4Y.

Geometry as ORCA input:
```
! wB97M-V def2-TZVPD RIJCOSX def2/J DEFGRID3
* xyz 1 2
O -1.06123 -1.49984 -0.51940
C -2.20182 -1.35002 0.24412
C -2.35478 0.10286 0.66604
O -2.03314 0.92449 -0.45817
C -3.01938 0.97649 -1.48358
Mg -0.23368 1.95939 -0.70050
H -2.42676 -1.97420 1.12926
H -3.03632 -1.59500 -0.44370
H -1.69071 0.36289 1.50242
H -3.38487 0.30430 1.00004
H -2.79233 1.78587 -2.18699
H -2.94176 0.05731 -2.07983
H -4.01073 1.07286 -1.01774
O 2.61385 -1.33652 0.13093
C 3.32296 -0.31244 0.40127
C 2.53392 0.99251 0.32624
O 1.16348 0.85471 0.06980
Y 0.83841 -1.11915 -0.33740
H 3.07280 1.64641 -0.38798
H 2.64512 1.47920 1.31678
*
```

## Properties
molecular weight = 246.3 g/mol
E_HOMO (alpha / beta) = -9.975 / -10.931 eV
largest force on an atom = 6.743 eV Å⁻¹
HOMO-LUMO gap (alpha / beta) = 5.48 / 6.09 eV
E_tot = -19999.4556 eV

Löwdin population analysis, charges in e, atoms 1 to 8: O -0.385; C -0.304; C -0.176; O -0.405; C -0.063; Mg 0.894; H 0.137; H 0.124

***

The following is a DFT calculation (wB97M-V/def2-TZVPD) of the ion C7H9N4O with charge +1.

Geometry as ORCA input:
```
! wB97M-V def2-TZVPD RIJCOSX def2/J DEFGRID3
* xyz 1 1
C 0.33732 2.36059 0.18887
C -0.45684 2.50519 -1.84943
C 0.60737 1.14322 -0.49234
C -0.87756 -0.96917 1.62023
C -1.08595 -1.48393 -0.68407
C 0.43599 -1.54501 1.76099
C 1.48143 -0.34561 1.07758
N -0.22979 3.18898 -0.77744
N -1.39413 -1.19513 0.45519
N 1.10597 -0.04696 -0.19829
N -1.25048 -1.80673 -1.91490
O 0.03217 1.16184 -1.79026
H 0.68041 2.62352 1.13037
H -0.49005 2.89090 -2.91711
H -1.28777 -0.30424 2.27765
H 0.72006 -1.59075 2.79625
H 0.60926 -2.41629 1.19630
H 1.47026 0.38626 1.92181
H 2.45601 -0.74328 1.03580
H -1.50008 -2.79088 -2.23955
H -1.36362 -1.02253 -2.59765
*
```

## Properties
molecular weight = 165.2 g/mol
E_HOMO (alpha / beta) = -12.343 / -12.202 eV
largest force on an atom = 4.496 eV Å⁻¹
HOMO-LUMO gap (alpha / beta) = 7.05 / 6.85 eV
E_tot = -15400.9748 eV

natural (NBO) population analysis, charges in e, atoms 1 to 8: C -0.033; C 0.360; C 0.394; C 0.088; C 0.697; C -0.431; C -0.204; N -0.420

***

The following is a DFT calculation (wB97M-V/def2-TZVPD) of a cluster of 7 separate species, C29H51ClF5INO10S in total.

Geometry as ORCA input:
```
! wB97M-V def2-TZVPD RIJCOSX def2/J DEFGRID3
* xyz -1 1
O -1.28220 0.60088 -0.20401
C -0.21356 0.63143 -0.82489
O -0.15464 0.26119 -2.05414
C 1.14400 1.15449 -0.22077
I 0.56871 2.44149 1.51261
C 2.06794 0.03505 0.38172
C 1.82084 -1.40518 -0.20331
C 3.18590 -2.20463 -0.25287
C 4.04798 -1.92997 -1.51471
F 4.76353 -3.10548 -1.78439
F 3.33628 -1.65742 -2.64241
C 5.14548 -0.79400 -1.35542
F 6.23607 -1.17279 -2.09832
F 5.53443 -0.57362 -0.08394
F 4.69653 0.35109 -1.92391
N 1.94043 1.88112 -1.20235
C 1.37470 3.19840 -1.51795
C 1.88529 3.67958 -2.93625
C 1.81835 2.53391 -4.01552
C 1.28609 3.00795 -5.42441
S 0.12247 1.70944 -6.02519
O 0.76006 0.41007 -6.02342
O -0.32199 2.13967 -7.34769
Cl -1.48055 1.74133 -4.74043
H 1.88545 0.00953 1.48640
H 3.16293 0.25687 0.28408
H 1.17719 -1.96925 0.51923
H 1.37360 -1.42379 -1.22083
H 2.91780 -3.29379 -0.29618
H 3.76506 -2.09525 0.69895
H 2.87490 2.03527 -0.81522
H 1.70696 4.00386 -0.80650
H 0.26085 3.17464 -1.57131
H 1.31807 4.58323 -3.25574
H 2.96094 3.99537 -2.82959
H 2.85797 2.14999 -4.14726
H 1.11868 1.74490 -3.63908
H 0.72685 3.96932 -5.41058
H 2.15466 3.11233 -6.11511
C -2.78948 5.80743 -1.35848
C -1.61571 5.88475 -2.30089
O -0.90400 4.92693 -2.49649
C -1.36448 7.20409 -2.98957
H -2.84827 4.80379 -0.93737
H -2.66068 6.52285 -0.54381
H -3.71511 6.01634 -1.89873
H -1.17294 7.98108 -2.24699
H -2.22696 7.47470 -3.60165
H -0.49101 7.11385 -3.63548
C -1.75914 -0.03429 3.45808
C -0.87270 -0.86478 4.34863
O 0.29996 -1.04736 4.08446
C -1.49528 -1.46450 5.58375
H -1.18054 0.33205 2.61077
H -2.58363 -0.64415 3.08287
H -2.14730 0.82183 4.01382
H -2.30786 -2.13617 5.30434
H -1.87125 -0.67341 6.23411
H -0.74186 -2.03477 6.12644
C 1.19581 -4.61134 5.81694
C 0.11666 -5.10194 6.74746
O -0.64338 -4.33124 7.29347
C 0.01934 -6.59016 6.97233
H 1.14926 -3.52431 5.74763
H 2.17687 -4.89679 6.20195
H 1.04720 -5.03147 4.82054
H 0.94861 -6.96208 7.40773
H -0.18077 -7.09694 6.02661
H -0.79889 -6.79894 7.66169
C 4.00942 1.80177 -10.37276
C 3.62674 1.75132 -8.91406
O 3.89365 2.66557 -8.16271
C 2.90220 0.52329 -8.43194
H 4.52347 2.74068 -10.57972
H 4.68083 0.97441 -10.60999
H 3.11357 1.74799 -10.99391
H 3.52635 -0.36020 -8.58356
H 1.95765 0.41525 -8.96814
H 2.69073 0.62378 -7.36959
C -3.44513 -1.19909 -0.72259
C -4.85458 -1.68812 -0.52324
O -5.73125 -0.95827 -0.10596
C -5.14100 -3.13225 -0.86404
H -3.37898 -0.15234 -0.44186
H -2.75962 -1.77153 -0.09537
H -3.16228 -1.29659 -1.77262
H -4.52952 -3.78908 -0.24263
H -4.93178 -3.31335 -1.91984
H -6.19312 -3.34809 -0.67287
C -3.04770 -3.52545 9.08213
C -3.99750 -2.43041 8.66727
O -4.00489 -2.00620 7.53356
C -4.93495 -1.88524 9.71735
H -2.43780 -3.81518 8.22693
H -2.38974 -3.16623 9.87626
H -3.61083 -4.39685 9.42468
H -4.36171 -1.45367 10.54008
H -5.58177 -2.68240 10.08868
H -5.55695 -1.10585 9.27706
*
```

## Properties
molecular weight = 863.1 g/mol
E_HOMO = -4.747 eV
largest force on an atom = 3.527 eV Å⁻¹
HOMO-LUMO gap = 6.85 eV
E_tot = -97912.4257 eV

Löwdin population analysis, charges in e, atoms 1 to 8: O -0.097; C -0.722; O -0.094; C -0.646; I 0.836; C -0.198; C -0.141; C -0.084